No. 1
Formula: C17H17FO5
Source: the OMol25 dataset
Level of theory: wB97M-V/def2-TZVPD

Properties
**SMILES**: C[C@@H](F)CC1=CC(=O)c2ccccc2C1=O.C[C@@H]1COC(=O)O1
**Gap between HOMO and LUMO**: 8.920 eV

Structure (ORCA input):
```
! RIJCOSX wB97M-V def2-TZVPD def2/J DEFGRID3
* xyz 0 1
C -2.164 0.378 2.655
H 0.327 1.556 2.312
C -1.204 -1.174 0.865
C -1.116 -1.394 4.247
H -2.177 1.448 2.851
H -3.084 0.125 2.129
O -1.053 2.498 -6.429
O -0.817 2.519 -4.186
H -0.958 -3.789 0.203
C 0.275 2.186 -3.301
H -3.165 -0.795 4.175
C -1.014 0.010 1.773
O 2.029 1.011 0.325
C 0.034 -1.917 0.497
H 0.779 3.740 -1.869
H -0.129 -0.933 4.245
C 0.150 0.667 1.719
C 0.129 2.869 -1.955
C 2.418 -1.879 0.133
H 0.270 1.099 -3.187
O 0.986 2.373 -5.477
H -1.158 -2.187 3.498
O -2.300 -1.501 0.473
C 1.456 2.614 -4.145
H -1.277 -1.854 5.221
H 2.362 2.043 -3.961
C 2.379 -3.241 -0.136
C -2.183 -0.348 4.017
F -2.036 0.625 5.021
C 1.228 0.231 0.794
C 1.172 -3.933 -0.105
C 1.244 -1.222 0.466
H 3.299 -3.757 -0.374
C -0.367 2.466 -5.462
C -0.009 -3.271 0.196
H 3.350 -1.333 0.091
H -0.900 3.194 -1.808
H 1.168 -4.992 -0.323
H 1.663 3.682 -4.037
H 0.394 2.187 -1.152
*
```

***

No. 2
Formula: C44H100N9O18P
Source: the OMol25 dataset
Level of theory: wB97M-V/def2-TZVPD

Properties
**SMILES**: CC1(C)CCCC(C)(C)N1O.CC1(C)CCCC(C)(C)N1O.CC1(C)CCCC(C)(C)N1O.CC1(C)CCCC(C)(C)N1O.COP(=O)(OC)OC.C[N+](=O)[O-].C[N+](=O)[O-].C[N+](=O)[O-].C[N+](=O)[O-].C[N+](=O)[O-]
**Energy above the lowest of the compared OMol25 structures with the same formula, charge and spin**: 7.1 kcal per mole
**Gap between HOMO and LUMO**: 8.024 eV

Structure (ORCA input):
```
! RIJCOSX wB97M-V def2-TZVPD def2/J DEFGRID3
* xyz 0 1
H -2.557 -3.725 -2.255
H -0.821 -2.296 5.046
H -1.699 3.017 -1.101
H -2.227 1.152 2.699
C -2.410 3.808 -1.281
H -2.559 -2.477 1.613
H -1.498 -9.338 -3.289
H -2.857 8.054 -0.564
H 3.420 2.101 -3.716
H 2.641 4.312 -3.291
H -3.396 -0.761 -5.854
N 0.995 -3.865 0.794
H 3.906 5.443 -0.110
H -6.004 6.112 -2.035
H 4.827 -1.549 -0.642
O -0.309 -2.624 -2.113
C -0.750 -0.175 3.583
C -3.343 -0.382 -4.826
H -2.764 2.150 6.362
C 1.618 -6.250 0.679
C 3.914 3.500 1.050
O -0.116 -3.037 1.072
H 4.707 2.855 1.490
C -0.595 -5.445 -0.185
H 1.067 3.338 1.277
C 0.458 -5.283 0.936
C 3.291 -4.364 1.390
C -0.062 -0.386 -1.772
H -1.289 5.311 -2.393
O 2.841 -1.592 -2.172
H -2.911 -1.085 -4.064
N -3.886 5.469 -0.331
C 4.847 3.986 -1.252
N -2.514 0.877 -4.828
H 2.340 -1.956 0.010
C -2.108 4.678 -2.495
H -3.234 0.109 4.267
H -2.768 -5.061 -3.364
O -1.190 -7.019 -3.203
C -3.435 -2.281 0.974
C -5.214 6.818 -1.805
H -0.677 -4.760 2.654
O -4.193 6.317 0.751
N -4.591 -4.160 -2.680
N -0.243 -1.551 -2.677
C 2.423 -2.036 1.118
H 0.498 2.258 3.751
C -3.425 5.448 -2.735
C -0.033 3.239 5.864
H 2.497 -4.424 -1.861
H 1.680 0.928 1.017
C -0.160 -5.630 2.267
H 0.722 0.219 -2.246
N -3.089 -1.196 0.090
H -4.313 -0.096 -4.368
H -3.666 -3.198 0.423
H -4.394 3.453 0.874
O -5.414 -4.475 -1.836
H -4.952 5.898 1.124
H -1.092 -1.027 2.957
H 3.840 -6.328 1.073
H 5.130 4.809 -1.984
H -0.870 -9.225 -4.890
H 3.815 -4.202 0.419
H 0.235 -0.706 -0.799
H 2.536 1.871 2.333
H 0.525 -6.065 2.970
C 2.931 -5.830 1.483
H 3.461 0.725 1.299
C 1.554 3.363 0.247
H 1.554 -1.466 1.571
H -0.864 3.283 3.273
H -5.280 7.519 -2.667
H 0.912 2.783 -0.430
H 5.922 -0.970 -1.964
O 0.771 -7.254 -4.014
H -0.913 4.443 0.991
O -4.758 -3.366 -3.612
H 1.844 -6.239 -0.385
H -1.817 4.064 -3.407
O -0.178 -1.460 -3.888
H 0.482 -1.249 5.797
H 3.850 -5.295 -2.457
C 3.706 3.131 -1.885
C -1.008 2.276 5.164
H -1.838 5.917 1.313
O -3.412 -1.190 -1.065
H -1.404 -4.720 -0.058
C -3.213 -4.609 -2.459
C -1.210 -0.242 4.997
H -4.256 -1.947 1.542
N -0.325 -7.680 -3.675
H 4.839 1.527 -2.892
H 4.897 3.005 -3.812
C -0.578 2.322 3.707
P 3.719 -2.396 -3.017
H 2.694 -0.075 -4.449
H -1.734 7.283 -1.570
H -3.288 3.172 -1.555
C 5.600 -1.855 -1.403
H 3.400 -1.672 1.489
H -0.244 0.597 7.442
C 2.889 2.610 0.371
H -0.465 3.489 6.857
H -3.262 -5.245 -1.602
H -0.959 -6.515 -0.330
H -0.941 -6.407 2.071
H -2.987 -0.193 6.021
N 3.397 2.087 -0.836
H -0.615 1.242 1.895
O -2.465 1.497 -3.759
H 0.323 -0.270 3.481
H 1.653 3.188 -2.519
H 2.078 4.652 -1.632
C 4.519 4.579 0.111
H -3.367 6.009 -3.698
C -0.561 -9.120 -3.838
H -4.180 4.683 -2.964
H 0.280 -9.707 -3.642
O 4.114 -1.617 -4.333
O -1.017 0.952 7.026
H 2.091 -4.296 3.739
H 3.500 -0.574 -5.992
H -2.606 3.630 5.650
C 2.946 -4.798 -2.707
H 5.406 5.085 0.507
H -1.093 5.891 -0.124
H 2.855 -6.242 2.506
H -3.196 2.407 4.511
C -3.300 3.558 1.009
H 5.716 3.274 -1.175
H -5.606 7.503 -1.002
H -0.303 -2.741 0.163
O 3.257 -3.728 -3.622
C -0.581 -1.430 5.640
H -2.985 -1.471 4.886
H -2.888 2.591 0.780
H 0.844 -3.141 3.466
H 0.088 4.163 5.298
H 0.929 2.772 5.973
C -2.789 4.546 -0.007
H 3.397 3.926 1.940
C -3.797 6.322 -1.552
C 2.096 -3.435 1.634
H 2.225 -5.343 -3.275
C 2.598 1.432 1.309
H -2.988 3.802 1.972
O -1.879 1.138 -5.841
H -2.961 8.208 -2.381
C -2.487 2.580 5.347
C -1.572 5.210 0.590
H 1.570 4.365 -0.075
H 2.539 -2.573 3.581
O 5.063 -2.767 -2.319
H 4.029 -4.098 2.152
O 2.306 1.227 -1.359
H -0.148 -5.145 -1.067
N -0.630 0.920 5.634
C -2.707 -0.425 4.998
C 2.470 3.901 -2.306
H 2.753 0.373 -1.491
H 1.269 -7.290 0.960
O -2.632 -0.242 0.735
C 3.065 -0.899 -5.029
C 4.246 2.412 -3.113
H -0.994 0.231 -1.834
C -2.813 7.524 -1.511
C 1.865 -3.373 3.219
C -1.128 1.127 2.858
H 2.184 -1.547 -5.107
H -1.122 -1.602 6.624
H 6.509 -2.269 -1.026
*
```

***

No. 3
Formula: C6H10
Source: the OMol25 dataset
Level of theory: wB97M-V/def2-TZVPD

Properties
**SMILES**: CC#CC(C)C
**Energy above the lowest of the compared OMol25 structures with the same formula, charge and spin**: 34.4 kcal per mole
**Gap between HOMO and LUMO**: 10.333 eV

Structure (ORCA input):
```
! RIJCOSX wB97M-V def2-TZVPD def2/J DEFGRID3
* xyz 0 1
C -1.843 0.528 1.167
H 2.707 0.305 -1.555
H -1.554 0.210 -1.410
H 3.319 1.433 -0.335
H -1.897 -1.511 -1.117
H -1.697 0.616 2.248
H -2.879 0.221 0.983
C -1.169 -0.711 -0.957
C -0.870 -0.480 0.544
H -0.968 -1.435 1.077
C 0.538 -0.050 0.588
H -1.696 1.518 0.721
H -0.249 -0.974 -1.485
H 3.682 -0.303 -0.211
C 2.917 0.428 -0.485
C 1.660 0.206 0.227
*
```

***

No. 4
Formula: C4H5NO
Source: the OMol25 dataset
Level of theory: wB97M-V/def2-TZVPD

Properties
**Energy above the lowest of the compared OMol25 structures with the same formula, charge and spin**: 69.3 kcal per mole
**Gap between HOMO and LUMO**: 6.712 eV

Structure (ORCA input):
```
! RIJCOSX wB97M-V def2-TZVPD def2/J DEFGRID3
* xyz 0 1
H 0.376 -2.259 1.266
H 1.237 0.090 -1.359
H -1.575 0.236 1.726
O -1.008 1.585 0.218
C 0.590 -1.674 0.393
H 1.131 -2.191 -0.389
C 0.004 -0.459 0.216
H -0.039 2.447 -1.391
C -0.169 1.580 -0.762
C -0.975 0.344 0.841
N 0.436 0.398 -0.828
*
```

***

No. 5
Formula: C6H10
Source: the OMol25 dataset
Level of theory: wB97M-V/def2-TZVPD

Properties
**Energy above the lowest of the compared OMol25 structures with the same formula, charge and spin**: 134.6 kcal per mole
**Gap between HOMO and LUMO**: 8.537 eV

Structure (ORCA input):
```
! RIJCOSX wB97M-V def2-TZVPD def2/J DEFGRID3
* xyz 0 1
H 0.467 1.162 -1.579
C -1.104 1.176 0.651
C 0.301 0.612 0.551
C -0.113 -1.699 0.797
C 0.942 0.651 -0.751
H 0.896 0.461 1.444
H -1.071 -1.696 1.312
C -0.051 -1.734 -0.562
H 0.217 -1.484 -2.740
H 0.700 -2.170 1.354
H 1.986 0.373 -0.845
H -1.452 1.469 -0.345
H 1.029 1.666 0.071
C 0.217 -1.261 -1.688
H -1.168 2.051 1.307
H -1.800 0.423 1.024
*
```

***

Going through the records in order, we get HOMO values of -0.375 -0.302 -0.341 -0.222 -0.277 Eh.
Going through the records in order, we get F_max values of 0.3 3.3 0.6 0.6 0.4 eV/A.